No. 1
C43H45N5O7P3PbS as an isolated structure, computed with wB97M-V/def2-TZVPD.

Last column: Löwdin charge in e.
Positions of all 105 atoms, in Å:
1 Pb 1.322954 0.453206 0.226198  1.18
2 C 3.349354 -3.766794 2.343298  -0.04
3 C 3.831654 -2.434594 1.857298  -0.27
4 C 4.108354 -1.397194 2.735698  -0.03
5 C 4.617254 -0.188094 2.277298  -0.32
6 C 5.022354 0.886106 3.237898  -0.08
7 C 4.816354 -0.021694 0.913198  -0.06
8 C 4.577454 -1.057794 0.016298  -0.31
9 C 4.942554 -0.929894 -1.432902  -0.03
10 C 4.080354 -2.259594 0.501598  -0.03
11 H 4.113254 -4.525994 2.175498  0.09
12 H 2.456754 -4.072894 1.798298  0.07
13 H 3.129354 -3.742594 3.406398  0.08
14 H 3.950454 -1.542294 3.794798  0.12
15 H 5.923154 0.585406 3.771598  0.09
16 H 4.244254 1.063406 3.975198  0.04
17 H 5.238654 1.813806 2.713298  0.07
18 H 5.225954 0.910606 0.548198  0.12
19 H 5.470854 -1.828794 -1.748502  0.09
20 H 5.587754 -0.069694 -1.596702  0.08
21 H 4.056854 -0.822794 -2.059702  0.07
22 H 3.917954 -3.091794 -0.169102  0.11
23 C 0.247854 2.656106 -4.862002  -0.05
24 C 0.689154 2.040906 -3.551102  -0.60
25 O 2.022554 1.566706 -3.585702  -0.06
26 P -0.199446 0.504206 -3.173602  0.51
27 O -0.088746 -0.457394 -4.436602  -0.07
28 O -1.744846 0.827006 -3.145002  -0.07
29 O 0.294554 -0.186894 -1.953102  -0.46
30 P 0.470354 3.168306 -2.090302  0.31
31 O 1.433754 4.401206 -2.530502  -0.12
32 O -0.930446 3.618506 -1.948302  -0.28
33 O 1.174054 2.540706 -0.905502  -0.47
34 H 0.248654 1.912106 -5.657602  0.09
35 H 0.924354 3.461806 -5.141702  0.09
36 H -0.756946 3.054306 -4.750302  0.09
37 H 2.595654 2.274006 -3.251702  0.10
38 H 0.817354 -0.680094 -4.659502  0.10
39 H -2.298746 0.040706 -3.206402  0.07
40 H 0.874054 5.137506 -2.774602  0.07
41 C -0.939046 -3.537094 4.295198  -0.06
42 C 0.150254 -2.727294 4.015498  -0.07
43 C 0.343754 -2.248794 2.734198  -0.13
44 C -0.543846 -2.588794 1.717098  -0.35
45 C -1.638946 -3.394594 2.003498  -0.10
46 C -1.836646 -3.860694 3.290598  -0.06
47 P -0.171646 -1.909194 0.064098  1.02
48 C -1.794946 -1.908594 -0.774502  -0.34
49 C -1.908246 -2.337294 -2.094602  -0.10
50 C -3.124946 -2.261794 -2.754702  -0.08
51 C -4.242246 -1.756394 -2.107402  -0.07
52 C -4.133946 -1.327194 -0.794502  -0.06
53 C -2.920446 -1.399494 -0.131602  -0.10
54 C 0.637854 -3.303494 -0.800002  -0.35
55 C 1.709754 -3.031594 -1.640802  -0.12
56 C 2.330254 -4.055994 -2.335702  -0.07
57 C 1.874154 -5.356694 -2.201802  -0.07
58 C 0.787554 -5.629994 -1.384502  -0.06
59 C 0.175554 -4.610394 -0.677602  -0.07
60 H -1.095346 -3.906994 5.296898  0.11
61 H 0.846154 -2.459494 4.796598  0.11
62 H 1.189454 -1.607994 2.512298  0.05
63 H -2.347146 -3.633694 1.222998  0.10
64 H -2.694246 -4.478894 3.504398  0.11
65 H -1.046246 -2.743494 -2.604302  0.11
66 H -3.209246 -2.621794 -3.770502  0.12
67 H -5.193446 -1.714194 -2.619002  0.11
68 H -5.009146 -0.951594 -0.285702  0.10
69 H -2.851046 -1.084994 0.900298  0.10
70 H 2.031454 -2.008994 -1.766202  0.07
71 H 3.165554 -3.844494 -2.986002  0.11
72 H 2.353054 -6.158194 -2.742902  0.11
73 H 0.409354 -6.639194 -1.304802  0.11
74 H -0.663046 -4.827694 -0.033502  0.10
75 N -8.495346 4.413906 -1.973602  0.18
76 C -7.550746 3.973606 -1.498102  -0.19
77 C -6.376446 3.428306 -0.919102  -0.23
78 C -6.470946 2.535806 0.150398  -0.01
79 C -5.321046 2.011306 0.707798  -0.01
80 C -4.074746 2.371706 0.202698  -0.17
81 C -3.975646 3.256706 -0.867802  0.03
82 C -5.124046 3.783206 -1.426302  0.01
83 N -2.905946 1.834706 0.770598  0.01
84 C -2.707846 1.480106 2.078298  -0.03
85 C -1.436346 1.009506 2.163098  -0.16
86 N -0.860946 1.067106 0.925798  -0.07
87 C -1.767746 1.566206 0.113698  -0.14
88 H -7.443546 2.258906 0.531798  0.13
89 H -5.393746 1.309306 1.523898  0.11
90 H -3.006446 3.532806 -1.251902  0.09
91 H -5.060846 4.475206 -2.253602  0.13
92 H -3.455646 1.606006 2.831298  0.13
93 H -0.897546 0.655506 3.016998  0.07
94 H -1.615546 1.750306 -0.927902  0.09
95 S 1.703754 1.325006 2.848798  0.65
96 C 1.289854 2.939206 2.672698  -0.77
97 N 2.201254 3.790106 2.093798  0.10
98 C 2.003054 5.115806 2.059598  -0.03
99 C 0.853154 5.636406 2.591498  -0.01
100 C -0.082146 4.709806 3.095898  -0.08
101 N 0.140154 3.425506 3.139598  0.09
102 H 3.035154 3.368106 1.696198  0.15
103 H 2.776054 5.724806 1.611098  0.14
104 H 0.664254 6.696006 2.609998  0.11
105 H -1.040846 5.036406 3.478098  0.12

Cartesian forces (eV/Å) of the 3 atoms listed first:
0.892 0.152 -0.617
0.026 -0.041 0.004
0.019 -0.098 0.006

Summary:
* frontier orbital gap: 7.317 eV
* charge: +1
* spin multiplicity: 1
* LUMO energy: -2.9 eV
* energy relative to the best compared isomer or geometry (same formula, charge and spin): 0.0 kcal/mol
* energy: -111057.0248 eV


No. 2
A 11-piece molecular cluster, C43H46F20IN2O30S2 overall, computed with wB97M-V/def2-TZVPD.

Last column: Löwdin charge in e.
Positions of all 144 atoms, in Å:
1 C -6.018123 -5.730478 4.958909  -0.07
2 C -6.332697 -4.250665 5.202448  -0.20
3 C -5.468126 -3.377534 4.277717  -0.34
4 F -4.289797 -3.997907 3.858917  -0.03
5 C -5.034920 -2.041985 4.848297  -0.16
6 C -5.486844 -0.861749 4.226244  -0.49
7 S -6.608740 -0.824328 2.879413  0.96
8 N -5.095373 0.303611 4.733448  0.06
9 N -4.292141 0.496291 5.755998  0.18
10 C -3.853816 -0.571831 6.383365  -0.29
11 C -2.989515 -0.296738 7.572807  -0.16
12 C -1.460044 -0.509248 7.407870  -0.17
13 C -0.873124 -0.364162 5.989727  -0.15
14 C -0.647117 -1.742974 5.331171  -0.09
15 C 0.670410 -1.949327 4.587711  -0.46
16 F 1.561630 -0.964423 4.759983  0.13
17 F 1.256186 -3.068139 5.103464  0.12
18 C 0.504171 -2.289941 3.081484  -0.46
19 F -0.501247 -3.132525 2.899919  0.15
20 F 1.603053 -2.912701 2.667814  0.15
21 S 0.300044 -0.791658 1.925690  0.77
22 F -1.215231 -1.202912 1.642893  -0.15
23 F -0.180705 0.158301 3.095569  -0.12
24 F 1.810136 -0.392899 2.120773  -0.12
25 F 0.733519 -1.706711 0.699229  -0.13
26 F 0.130391 0.411447 0.923343  -0.11
27 C -4.209758 -1.885727 5.961470  -0.48
28 I -3.482936 -3.520652 7.005741  1.26
29 H -5.881216 -5.933599 3.900305  0.09
30 H -6.842275 -6.352949 5.293628  0.07
31 H -5.104502 -6.004247 5.478237  0.06
32 H -7.360961 -4.107287 4.875234  0.11
33 H -6.227777 -3.988326 6.247156  0.07
34 H -6.049009 -3.229053 3.375206  0.10
35 H -5.941184 -0.052465 2.003406  -0.09
36 H -5.453119 1.147126 4.298604  0.17
37 H -3.324753 -0.949313 8.377451  0.09
38 H -3.190240 0.724421 7.880879  0.12
39 H -1.170461 -1.451965 7.861382  0.09
40 H -1.001733 0.256670 8.029401  0.11
41 H 0.043476 0.211288 6.061962  0.12
42 H -1.541557 0.211693 5.352318  0.10
43 H -0.727919 -2.531547 6.068859  0.08
44 H -1.463054 -1.925665 4.632305  0.11
45 C -2.698925 -1.369361 -1.686434  -0.06
46 C -3.675977 -1.306033 -0.545243  -0.33
47 O -4.810427 -1.977043 -1.040620  0.12
48 C -4.356666 -2.883756 -1.971935  -0.54
49 O -5.000843 -3.778988 -2.394373  0.19
50 O -3.075173 -2.610367 -2.306135  0.09
51 F -4.023629 -0.021092 -0.232830  0.05
52 H -2.845207 -0.551553 -2.382545  0.13
53 H -1.665112 -1.385341 -1.365195  0.12
54 H -3.326610 -1.805231 0.361390  0.16
55 C -0.276614 -0.218783 -6.265378  -0.03
56 C 0.858504 0.697222 -5.863153  -0.31
57 O 0.405537 1.199984 -4.612383  0.14
58 C -0.404578 0.265722 -4.070041  -0.55
59 O -0.742582 0.254694 -2.929669  0.15
60 O -0.767438 -0.652891 -4.985843  0.08
61 F 1.014900 1.722027 -6.716984  0.09
62 H -1.061274 0.326481 -6.789760  0.15
63 H 0.040787 -1.065022 -6.866720  0.14
64 H 1.818834 0.199166 -5.719779  0.17
65 C 3.537787 0.718529 -0.533845  -0.03
66 C 3.717931 2.216976 -0.503880  -0.31
67 O 4.229983 2.490426 -1.798484  0.11
68 C 3.745858 1.529659 -2.629785  -0.55
69 O 3.763720 1.596357 -3.815294  0.17
70 O 3.242966 0.490096 -1.922060  0.08
71 F 4.622207 2.581688 0.428557  0.09
72 H 4.456115 0.193764 -0.266619  0.15
73 H 2.737208 0.366154 0.105943  0.11
74 H 2.799636 2.785272 -0.352800  0.17
75 C 4.378921 5.336296 -3.705743  -0.04
76 C 5.506918 5.688773 -4.641469  -0.31
77 O 5.191655 7.018675 -5.025801  0.14
78 C 4.486370 7.577362 -4.005406  -0.55
79 O 4.284544 8.735720 -3.871098  0.18
80 O 4.064446 6.619089 -3.139197  0.04
81 F 5.530765 4.909833 -5.754033  0.07
82 H 3.509851 4.951942 -4.242358  0.15
83 H 4.670624 4.628024 -2.937766  0.11
84 H 6.493323 5.667306 -4.179458  0.16
85 C -11.179667 1.183777 3.968432  -0.04
86 C -11.737846 -0.095541 4.552585  -0.30
87 O -10.554766 -0.812373 4.881949  0.14
88 C -9.583297 0.096943 5.131256  -0.57
89 O -8.553744 -0.148009 5.673561  0.14
90 O -9.943450 1.318858 4.686195  0.07
91 F -12.450373 -0.800365 3.649585  0.09
92 H -10.972459 1.076287 2.903380  0.15
93 H -11.816741 2.048443 4.128099  0.14
94 H -12.336567 0.038521 5.454437  0.18
95 C 7.308034 -0.054502 -2.959553  -0.04
96 C 8.384811 0.312181 -3.952221  -0.30
97 O 8.018962 1.628158 -4.322626  0.15
98 C 7.354179 2.178767 -3.272798  -0.53
99 O 7.143580 3.338331 -3.147999  0.18
100 O 6.988632 1.219590 -2.380319  0.06
101 F 8.355863 -0.483979 -5.049788  0.08
102 H 6.422724 -0.461718 -3.451129  0.14
103 H 7.651917 -0.752033 -2.200721  0.14
104 H 9.395304 0.316520 -3.539962  0.17
105 C 4.549868 4.188704 -9.469879  -0.05
106 C 3.511626 4.268050 -8.374962  -0.32
107 O 2.398139 3.625852 -8.967336  0.13
108 C 2.878411 2.726500 -9.870945  -0.55
109 O 2.245445 1.848151 -10.351121  0.18
110 O 4.185617 2.970187 -10.129245  0.07
111 F 3.178016 5.546525 -8.076687  0.08
112 H 4.459249 5.023206 -10.166158  0.15
113 H 5.567976 4.139223 -9.094483  0.14
114 H 3.785421 3.747846 -7.455348  0.16
115 C 11.924467 -2.131068 -6.703422  -0.05
116 C 13.094496 -1.201730 -6.462594  -0.31
117 O 12.755861 -0.609717 -5.219280  0.13
118 C 11.984776 -1.501548 -4.540299  -0.56
119 O 11.740198 -1.435517 -3.382213  0.17
120 O 11.541324 -2.475781 -5.366567  0.07
121 F 13.184522 -0.238279 -7.407404  0.08
122 H 11.101199 -1.612866 -7.196602  0.14
123 H 12.186697 -3.018928 -7.271462  0.14
124 H 14.060362 -1.700762 -6.370843  0.17
125 C -10.761163 -8.430500 3.824926  -0.04
126 C -10.478886 -8.517191 5.308660  -0.31
127 O -9.683929 -7.361728 5.529361  0.12
128 C -10.036696 -6.437949 4.593035  -0.55
129 O -9.752128 -5.287809 4.644091  0.17
130 O -10.755694 -7.013528 3.606797  0.08
131 F -9.764094 -9.618208 5.631038  0.08
132 H -9.964151 -8.891961 3.241055  0.15
133 H -11.715764 -8.862327 3.539433  0.14
134 H -11.364374 -8.469110 5.943947  0.18
135 C 4.393410 7.312239 0.102002  -0.04
136 C 3.848832 6.007853 0.642741  -0.30
137 O 5.013367 5.364661 1.116071  0.11
138 C 5.904493 6.343752 1.470443  -0.54
139 O 6.863890 6.165334 2.135304  0.19
140 O 5.516596 7.534976 0.962448  0.08
141 F 3.279169 5.240322 -0.331215  0.06
142 H 4.733808 7.214607 -0.927011  0.13
143 H 3.687626 8.135809 0.165824  0.15
144 H 3.135584 6.115863 1.462018  0.17

Cartesian forces (eV/Å) of the 3 atoms listed first:
0.010 0.169 0.128
0.135 -0.403 -0.788
-0.024 -0.121 0.151

Summary:
* frontier orbital gap: 7.607 eV
* charge: +1
* spin multiplicity: 1
* LUMO energy: -4.7 eV
* energy: -193856.1096 eV


energy of number 1 (C43H45N5O7P3PbS)?
-111057.0248 eV


The highest LUMO energy belongs to which entry?
C43H45N5O7P3PbS